[1]
ORCA calculation (the ωB97M-V functional and the def2-TZVPD basis) on C28H27GdN3SSi as an isolated structure.

```
61
Properties=species:S:1:pos:R:3:forces:R:3:mulliken_spin:R:1
C -1.464209 -1.621468 0.254535 0.4 -0.9 -0.5 -0.03
C -1.608793 -1.182431 -1.094324 1.2 -0.8 0.5 0.04
C -0.340766 -1.393550 -1.730080 0.0 -0.1 -0.6 -0.08
H -2.493720 -0.738992 -1.533203 0.1 -0.1 0.0 0.01
C 0.581050 -1.978830 -0.794235 -1.3 0.0 -0.1 0.05
C -0.116338 -2.115320 0.438211 -0.9 -0.6 -0.5 -0.06
H 0.246458 -2.576535 1.359653 0.0 0.3 -0.4 0.01
H -2.240065 -1.644950 1.018873 0.3 0.2 -0.3 0.01
H -0.119498 -1.169711 -2.795622 -0.2 -0.2 0.9 -0.01
H 1.599672 -2.298961 -0.997604 -0.2 0.1 0.0 0.00
Gd 0.061893 0.358296 0.136031 -0.2 0.7 1.6 5.72
C 1.164787 1.527002 -2.461152 -1.1 1.4 2.0 0.21
H 1.989741 0.787671 -2.789033 -1.7 1.4 0.6 -0.05
H 1.180567 1.891198 -1.232150 0.1 -0.9 -4.0 0.04
H 0.125243 1.494519 -2.967314 1.6 -0.8 1.3 -0.08
Si 1.887156 3.171728 -4.260184 2.1 1.2 -1.7 0.14
C 0.465180 3.965510 -5.105218 -0.5 0.2 0.2 0.02
C -0.663763 3.190427 -5.492785 0.0 0.9 -0.2 0.01
H -0.676410 2.093342 -5.353661 0.0 0.7 -0.2 0.00
C -1.766158 3.848113 -6.071214 0.0 -0.1 0.0 -0.01
H -2.638224 3.255374 -6.397928 0.5 0.4 0.3 0.00
C -1.762954 5.250190 -6.254283 0.7 -0.5 0.3 0.01
H -2.636937 5.750266 -6.697238 0.6 -0.3 0.2 0.00
C -0.626268 5.990558 -5.870934 -0.2 0.0 -0.1 -0.01
H -0.603793 7.071817 -6.048522 0.0 -0.5 0.1 0.00
C 0.477792 5.365551 -5.272368 -0.6 -0.4 -0.3 0.01
H 1.351980 5.943838 -4.952613 -0.4 -0.1 -0.2 0.00
C 2.657120 1.874601 -5.333106 0.0 -0.5 0.1 0.01
C 2.452574 2.010361 -6.734395 0.0 -0.5 0.6 0.00
H 1.939697 2.906817 -7.139481 0.4 -0.8 0.3 0.00
C 2.884215 0.981316 -7.585118 0.1 0.2 0.1 0.00
H 2.733848 1.099930 -8.661380 0.1 -0.2 0.4 0.00
C 3.509414 -0.160951 -7.065502 0.0 0.6 0.4 0.00
H 3.835703 -0.954796 -7.738265 -0.1 0.2 0.2 0.00
C 3.771601 -0.249801 -5.686169 0.2 0.1 0.2 0.00
H 4.324092 -1.104122 -5.282280 -0.3 0.2 -0.3 0.00
C 3.377965 0.768250 -4.806050 -0.4 0.2 -1.0 0.00
H 3.609873 0.714409 -3.723288 0.0 -0.1 -0.9 0.00
H 1.222420 2.835552 -2.937294 0.0 -1.7 1.6 0.06
H 2.975505 4.001492 -3.570852 -0.8 -0.2 -0.4 0.02
N 0.224393 0.981364 4.557498 -0.1 0.5 2.2 0.07
C -0.524958 -0.175754 4.874569 1.1 1.2 -0.5 0.00
C -0.822247 -0.720564 6.095667 -0.6 -0.9 0.9 0.01
C -1.446468 -1.991752 6.117805 0.3 0.6 0.0 0.02
C -1.711119 -2.637210 4.906331 0.3 0.8 0.0 0.00
C -1.394141 -2.040824 3.681073 0.2 0.7 -0.3 0.02
C -0.780575 -0.769004 3.641117 0.0 -0.6 0.1 -0.04
N -0.219649 0.020877 2.618535 0.1 0.0 -1.2 0.08
C 0.416359 1.074414 3.222836 0.6 0.6 -1.0 0.21
C 1.245370 2.091777 2.590898 -1.6 -2.4 -0.8 0.14
C 1.904993 3.145205 3.177661 0.4 0.8 0.6 0.41
S 2.788922 4.031735 1.991726 0.3 0.2 -0.1 0.09
C 2.275136 2.987813 0.742788 -1.2 -1.1 2.3 -0.05
N 1.469179 2.020981 1.194167 0.6 0.9 -0.3 0.01
H 0.582201 1.636630 5.253785 -0.2 -0.5 -0.5 -0.01
H -0.582133 -0.195464 7.023079 -0.1 -0.2 -0.3 0.00
H -1.709576 -2.476244 7.073341 0.2 0.4 -0.6 0.00
H -2.157606 -3.614030 4.919292 -0.1 -0.2 -0.1 0.00
H -1.598183 -2.551767 2.757885 -0.1 -0.3 -0.1 0.00
H 1.861173 3.359103 4.234401 0.3 0.4 -0.2 0.03
H 2.568518 3.058880 -0.283917 0.2 0.2 -0.2 -0.01
```
Positions in Å, forces in eV/Å.

Computed properties:
Energy above the lowest of the compared OMol25 structures with the same formula, charge and spin (eV): 7.418
2S+1: 8
Net charge: +1
HOMO (spin up / spin down) (hartree): -0.250 / -0.369

---

[2]
ORCA calculation (the ωB97M-V functional and the def2-TZVPD basis) on C28H27IrN6O6 as an isolated structure.

```
68
Properties=species:S:1:pos:R:3:forces:R:3:nbo_charge:R:1
Ir 0.360884 -0.327021 0.293102 0.2 0.0 -1.2 1.26
O -0.075811 1.243361 1.458205 -0.4 0.3 0.9 -0.69
C -0.689146 2.312578 0.985959 0.4 -0.5 0.2 0.49
C -1.570381 3.001149 1.831601 -0.2 0.2 0.0 -0.30
C -2.182361 4.161288 1.411148 0.0 -0.1 0.1 -0.16
C -1.949910 4.683407 0.132936 0.0 0.0 -0.1 -0.27
C -1.085838 4.022670 -0.707243 -0.1 0.1 0.0 -0.14
C -0.442936 2.842680 -0.301448 0.1 -0.2 -0.3 -0.25
C 0.473918 2.211964 -1.212057 0.1 0.4 0.2 0.17
N 1.049049 1.088055 -0.970222 -0.3 -0.1 -0.5 -0.33
N 1.975641 0.624644 -1.915849 -0.3 0.1 0.3 -0.37
C 2.240045 -0.617804 -1.691849 0.1 -0.1 -0.4 0.51
O 1.666349 -1.345148 -0.746507 0.5 -0.2 0.3 -0.71
C 3.227369 -1.332574 -2.536986 -0.1 0.0 0.0 -0.05
C 4.037719 -0.637498 -3.430312 0.0 0.0 0.0 -0.18
C 4.941298 -1.326826 -4.221840 0.0 0.0 0.0 -0.22
C 5.038848 -2.710017 -4.130976 0.0 0.0 0.0 -0.20
C 4.238896 -3.403862 -3.234478 0.0 0.0 0.0 -0.22
C 3.335662 -2.716288 -2.436950 0.0 0.0 0.0 -0.20
H -1.758254 2.583568 2.811590 0.0 0.0 0.0 0.22
H -2.859793 4.675200 2.082589 0.0 0.0 0.0 0.21
H -2.443267 5.590569 -0.187230 0.0 0.0 0.0 0.22
H -0.887875 4.406436 -1.702283 0.0 0.0 0.0 0.21
H 0.707412 2.696981 -2.157289 0.1 0.1 0.1 0.20
H 3.952483 0.438868 -3.490525 0.0 0.0 0.0 0.23
H 5.576372 -0.783624 -4.909445 0.0 0.0 0.0 0.22
H 5.739540 -3.245235 -4.758916 0.0 0.0 0.0 0.21
H 4.321358 -4.480496 -3.153969 0.0 0.0 0.0 0.21
H 2.708949 -3.239176 -1.726467 0.0 0.0 0.0 0.23
C -0.455729 -5.570848 -0.971834 0.0 0.0 0.0 -0.41
C -1.065596 -4.305829 -1.532349 0.0 0.1 0.1 -0.21
N -0.617456 -3.182695 -0.733299 0.1 0.0 -0.1 -0.60
C -0.332705 -3.215272 0.588435 0.0 0.0 0.3 0.67
N -0.066126 -2.101795 1.228585 0.1 -0.2 0.5 -0.58
C 0.159800 -2.165825 2.671782 -0.2 0.0 0.0 -0.22
C 0.913232 -3.424902 3.043244 0.0 0.0 0.0 -0.42
C 0.063439 -4.593955 2.597258 0.0 0.0 0.0 -0.19
N -0.309613 -4.436801 1.196566 0.0 -0.1 -0.1 -0.44
C -0.766232 -5.639104 0.508772 -0.1 0.1 0.1 -0.20
H 0.627469 -5.543349 -1.114485 0.0 0.0 0.0 0.21
H -0.851010 -6.450356 -1.479318 0.0 0.0 0.0 0.22
H -2.159665 -4.369504 -1.526648 0.0 0.0 0.0 0.19
H -0.744788 -4.139405 -2.560441 0.0 0.0 0.0 0.21
H -0.671394 -2.264576 -1.138796 0.1 0.1 0.0 0.41
H -0.807668 -2.149544 3.186236 0.0 0.1 0.0 0.20
H 0.696419 -1.266244 2.966387 0.0 0.0 0.0 0.22
H 1.095587 -3.477964 4.116486 0.0 0.0 0.0 0.22
H 1.875824 -3.442260 2.525724 0.0 0.0 0.0 0.21
H -0.834311 -4.666939 3.220640 0.0 0.0 0.0 0.19
H 0.607061 -5.535857 2.688987 0.0 0.0 0.0 0.20
H -1.841964 -5.781535 0.665727 0.0 0.0 0.0 0.19
H -0.254352 -6.486751 0.963889 0.0 0.0 0.0 0.21
O -2.912873 -1.683066 0.728445 0.0 -0.1 0.0 -0.62
C -2.575965 -0.876792 -0.112424 0.2 0.0 0.4 0.78
O -1.578109 -0.030602 -0.042100 -0.4 0.1 -0.7 -0.71
C -3.346009 -0.757568 -1.404991 -0.1 0.1 0.0 -0.14
C -2.734406 -0.266311 -2.553915 0.0 0.1 0.0 -0.14
C -3.427532 -0.233837 -3.754901 0.1 0.0 0.1 -0.20
C -4.735666 -0.676500 -3.763595 -0.1 0.0 -0.2 0.02
C -5.376818 -1.150329 -2.633171 0.0 0.0 0.0 -0.20
C -4.663470 -1.200469 -1.448537 0.0 0.0 0.0 -0.16
N -5.485345 -0.650371 -5.042835 0.1 0.0 0.2 0.53
O -4.869879 -0.362603 -6.048840 0.0 0.0 0.0 -0.38
O -6.667948 -0.921086 -5.005624 0.0 0.0 0.0 -0.37
H -1.714967 0.094719 -2.498812 0.0 0.0 0.0 0.23
H -2.977005 0.131410 -4.665786 0.0 0.0 0.0 0.25
H -6.405310 -1.472621 -2.696652 0.0 0.0 0.0 0.25
H -5.113015 -1.587127 -0.543959 0.0 0.0 0.0 0.24
```
Positions in Å, forces in eV/Å.

Computed properties:
Energy above the lowest of the compared OMol25 structures with the same formula, charge and spin (eV): 2.203
HOMO (spin up / spin down) (hartree): -0.282 / -0.282

---

[3]
ORCA calculation (the ωB97M-V functional and the def2-TZVPD basis) on C28H27MnN6OS as an isolated structure.

```
64
Properties=species:S:1:pos:R:3:forces:R:3:nbo_charge:R:1
Mn -0.066118 -0.198663 -0.367438 -1.4 0.2 -0.6 1.44
C 0.924723 -3.909388 -3.942999 0.0 0.0 0.0 -0.23
C 2.042611 -3.878833 -3.121756 0.1 0.0 0.1 -0.18
C 1.993595 -3.269966 -1.875744 0.2 0.0 0.1 -0.28
C 0.817722 -2.671054 -1.427855 0.1 -0.3 0.6 0.22
C -0.299672 -2.697182 -2.263167 -0.1 -0.1 0.0 -0.31
C -0.247668 -3.314493 -3.507082 -0.1 0.1 0.1 -0.17
N 0.726821 -1.948653 -0.198837 0.7 -0.9 -0.8 -0.76
C 1.401857 -2.195452 0.939687 -0.2 0.4 0.1 0.24
C 1.956239 -3.437275 1.332521 0.1 0.0 0.1 -0.28
C 2.612224 -3.532343 2.528297 0.0 0.0 0.1 -0.11
C 2.778668 -2.427035 3.409818 0.2 -0.3 0.1 -0.25
C 2.253981 -1.219257 3.092640 -0.2 0.2 -0.2 -0.17
C 1.539351 -1.087830 1.875787 0.0 -0.8 -0.1 0.06
N 0.918094 0.025721 1.440805 0.5 -0.4 -0.1 -0.30
N 1.054272 1.157677 1.953938 -0.3 1.3 0.2 -0.22
C 0.365180 2.143044 1.186785 0.1 -0.1 0.0 0.33
C 0.318622 3.430127 1.688678 0.1 0.3 0.2 -0.22
C -0.291292 4.424089 0.947292 0.1 0.1 0.2 -0.13
C -0.856590 4.115574 -0.281584 -0.1 0.0 -0.1 -0.26
C -0.798697 2.808293 -0.710675 0.0 -0.1 0.0 0.06
N -0.202516 1.837539 -0.003324 0.5 0.4 0.2 -0.63
H 0.965299 -4.398718 -4.907453 0.0 0.0 0.0 0.23
H 2.969352 -4.330684 -3.457295 -0.1 0.0 0.0 0.22
H 2.879816 -3.227258 -1.252856 0.0 0.0 -0.1 0.22
H -1.235534 -2.287360 -1.903044 -0.1 0.1 0.0 0.21
H -1.134455 -3.345151 -4.129633 0.0 0.0 0.1 0.22
H 1.839353 -4.303603 0.695547 0.0 0.0 0.0 0.24
H 3.012677 -4.496453 2.823729 0.0 0.1 0.0 0.23
H 3.317521 -2.556466 4.339393 0.0 -0.1 -0.1 0.23
H 2.346086 -0.366265 3.752987 0.0 0.0 -0.1 0.24
H 0.758828 3.613365 2.659826 0.0 0.0 -0.1 0.26
H -0.327467 5.440475 1.321979 0.0 -0.1 0.0 0.24
H -1.321055 4.873151 -0.896716 0.0 0.0 0.0 0.24
H -1.243436 2.510458 -1.651736 0.0 0.0 0.0 0.21
C -4.767657 3.885373 -0.862263 0.0 -0.1 0.0 -0.61
C -5.575477 2.626142 -0.550911 0.1 0.1 0.0 -0.41
C -4.710943 1.384033 -0.392346 0.1 0.0 0.1 -0.21
N -3.887406 1.516410 0.820326 -0.1 -0.1 -0.3 -0.57
C -2.930955 0.691605 1.194051 0.0 0.1 -0.2 0.38
S -2.476548 -0.668621 0.257188 -0.1 0.1 0.0 -0.32
N -2.268530 0.921621 2.365389 -0.1 0.2 0.2 -0.66
C -2.329004 2.017446 3.275033 -0.1 -0.1 -0.1 0.68
O -1.308736 2.357142 3.812807 -0.1 0.0 0.1 -0.52
C -3.649820 2.642403 3.556487 0.1 -0.1 0.1 -0.15
C -3.688679 4.006740 3.827765 0.0 0.1 -0.1 -0.17
C -4.890680 4.607163 4.165699 0.0 0.0 0.0 -0.21
C -6.046973 3.840625 4.256322 0.0 0.0 0.0 -0.17
C -6.002866 2.471480 4.018508 0.0 0.0 0.0 -0.20
C -4.804790 1.869878 3.667066 -0.1 -0.1 0.1 -0.22
H -5.425978 4.738125 -1.028611 0.0 0.0 0.0 0.23
H -4.167894 3.743338 -1.766045 0.0 0.0 0.0 0.21
H -4.088913 4.148348 -0.045083 0.0 0.0 0.0 0.20
H -6.284736 2.433336 -1.355797 0.0 0.0 0.0 0.23
H -6.164379 2.774241 0.361087 0.0 0.0 -0.1 0.21
H -4.052276 1.255010 -1.249571 0.1 0.0 0.0 0.21
H -5.320586 0.484225 -0.318205 0.0 0.0 0.1 0.22
H -4.170228 2.239465 1.468513 0.0 0.0 -0.1 0.43
H -1.440308 0.358399 2.482999 0.1 -0.1 0.1 0.43
H -2.772451 4.582195 3.769532 0.0 0.0 0.0 0.23
H -4.924563 5.669790 4.372101 0.0 -0.1 0.0 0.23
H -6.984918 4.309515 4.527283 0.0 0.0 0.0 0.23
H -6.899701 1.872152 4.115176 0.0 0.0 0.0 0.23
H -4.759324 0.797803 3.507173 0.0 0.0 0.0 0.23
```
Positions in Å, forces in eV/Å.

Computed properties:
Energy above the lowest of the compared OMol25 structures with the same formula, charge and spin (eV): 0.000
2S+1: 6
Net charge: +1
HOMO (spin up / spin down) (hartree): -0.359 / -0.367